1.
Molecular formula: C5H26O7
Method: DFT, ωB97M-V with the def2-TZVPD basis set

## Properties
Multiplicity = 2
Lowest unoccupied orbital energy (spin up / spin down) = 2.64 / 2.54 eV
Total energy = -19935.698 eV
HOMO level (spin up / spin down) = 0.35 / -7.59 eV
Total charge = -1
Orbital gap (spin up / spin down) = 2.3 / 10.1 eV
Expectation value of S² = 0.7507

Geometry as XYZ:
```
38
Properties=species:S:1:pos:R:3:forces:R:3
C 2.4096 -2.9508 -1.3827 0.310 -3.017 -2.191
C 1.1721 -2.5506 -0.6195 -0.453 2.311 -1.743
C 0.4146 -1.3813 -1.5153 0.452 -2.661 -0.495
C 0.7575 -0.0625 -0.9138 1.264 2.142 0.677
C 1.4067 0.9686 -1.9290 2.165 -2.996 1.338
H 2.0563 -3.2996 -2.4216 0.286 0.064 1.335
H 2.8623 -3.9188 -0.9212 -0.158 1.863 -0.681
H 3.1586 -2.2137 -1.7530 -0.426 -0.114 1.320
H 1.5018 -2.0677 0.3060 -0.587 -0.340 0.122
H 0.5127 -3.4020 -0.4530 0.168 0.006 0.120
H 0.7371 -1.3947 -2.5833 0.649 -0.298 0.709
H -0.6485 -1.6777 -1.7461 0.532 0.801 1.208
H -0.1187 0.3235 -0.3768 0.416 0.310 0.022
H 1.6498 -0.1683 -0.2006 -1.717 -0.103 -0.423
H 0.9760 0.9018 -2.8673 -1.221 0.206 -1.887
H 1.5163 1.9881 -1.6194 0.014 0.408 0.423
H 2.4604 0.4578 -2.0901 -1.603 1.418 0.175
H 0.5649 2.8195 1.0870 -2.693 0.431 -0.510
H 1.3223 2.8765 2.6108 -0.743 -0.388 -4.212
O 1.3488 2.6777 1.5537 3.266 -0.072 4.840
H -3.2161 -1.5844 -2.5425 -1.179 1.778 -0.317
H -3.6709 -0.0542 -2.7005 0.978 1.283 0.270
O -3.9632 -0.9445 -2.7497 0.180 -2.991 0.080
H -2.1911 0.0782 2.7979 0.073 0.875 1.071
H -2.0477 1.1585 3.9421 2.206 2.431 0.473
O -2.5537 0.4760 3.6217 -2.407 -3.329 -1.476
H -0.7725 -0.8024 4.4821 0.342 0.051 -0.385
H 0.7962 -1.0959 4.2247 -2.834 1.522 -0.951
O -0.0573 -0.6137 3.8470 2.420 -1.758 1.539
H -3.0497 3.4283 -2.3749 -0.215 2.173 -2.483
H -1.8673 2.3438 -1.9796 0.047 0.609 -1.092
O -2.7245 2.7735 -1.8306 0.235 -2.839 3.285
H -2.3286 1.2353 0.9300 -0.333 0.291 -0.679
H -2.3119 2.4447 -0.0947 -1.665 0.656 -2.665
O -1.9868 2.1044 0.6923 2.025 -0.788 3.607
H 1.8944 1.1077 2.1305 1.469 -2.775 1.629
H 1.6735 -0.2553 2.7487 -7.933 -6.399 0.573
O 2.3166 0.2744 2.6907 6.671 9.239 -2.629
```
Forces are in eV/Å.

=====

2.
Molecular formula: C5H27N2O8
Method: DFT, ωB97M-V with the def2-TZVPD basis set

## Properties
Lowest unoccupied orbital energy = 2.64 eV
Total energy = -24984.364 eV
Energy relative to the best compared isomer or geometry (same formula, charge and spin) = 51.9 kcal/mol
HOMO level = -5.55 eV
Total charge = -1
Orbital gap = 8.2 eV

Geometry as XYZ:
```
42
Properties=species:S:1:pos:R:3:forces:R:3
C -1.1679 1.7089 -1.5594 -0.121 -1.646 -0.223
N -0.6056 0.3532 -1.3446 -0.270 0.511 -0.651
C -0.6437 -0.1071 0.0530 1.019 -0.128 -1.082
C -2.0454 -0.5564 0.3813 -0.275 -0.082 1.476
C -2.3921 -0.1445 1.8278 0.766 0.459 -1.070
O -2.6849 1.2391 1.8837 -0.802 0.160 0.293
C 0.3924 -1.2311 0.1168 0.040 -0.456 0.304
N 1.7431 -0.7353 0.3254 0.532 1.014 -0.278
H -0.9942 2.3195 -0.6730 -1.024 -0.104 0.122
H -0.6789 2.1746 -2.4130 -0.272 -0.126 -0.179
H -2.2253 1.5445 -1.7596 -0.200 0.629 0.089
H 0.3108 0.2739 -1.7623 0.256 0.302 0.431
H -1.9156 1.7927 1.7065 0.647 -0.144 -0.098
H -2.8060 -0.0932 -0.2433 0.062 -0.179 -0.331
H -2.0496 -1.6464 0.3097 -0.405 -0.016 -0.280
H -1.4982 -0.3671 2.4217 -0.324 -0.186 0.462
H -3.2957 -0.6359 2.1639 -0.020 -0.311 0.327
H 0.3517 -1.7404 -0.8444 -0.097 -0.284 -0.116
H 0.1560 -2.0020 0.8576 -0.231 0.177 0.175
H 2.1914 -1.0677 1.1719 -0.122 -0.398 0.016
H 1.6769 0.2579 0.5442 0.029 -0.047 -0.147
H -2.2907 -3.9980 -1.2502 -0.233 0.067 -0.114
H -2.0944 -3.0034 -2.4269 -0.404 0.177 -0.362
O -1.6612 -3.4279 -1.6944 0.666 -0.320 0.455
H 2.0151 -1.4312 3.4223 -0.029 -0.025 0.054
H 2.1383 0.0661 3.0206 0.028 -0.408 -0.021
O 2.6811 -0.7987 3.1420 0.086 0.221 0.061
H -0.1643 3.5132 1.5130 0.177 0.101 0.313
H 0.3814 2.0216 2.0491 0.041 0.052 0.524
O -0.1229 2.5838 1.2849 -0.318 0.313 0.012
H -0.2606 0.6709 0.7209 -0.551 -0.227 -0.076
H 0.7575 1.0469 3.8280 -0.286 0.316 -0.015
O 1.0292 1.1602 2.9148 0.236 -0.078 -0.088
H 0.2438 2.8347 -0.9881 0.730 0.371 -0.479
H 1.3936 2.7144 -0.1586 0.420 0.082 -0.316
O 1.2034 2.8586 -1.1035 0.441 0.231 0.703
H -0.0979 -1.6255 -2.9194 -0.131 0.282 0.032
H 0.7456 -2.8505 -3.0738 0.154 0.019 -0.083
O 0.4040 -2.1096 -3.5872 -0.234 -0.099 -0.017
H 2.2566 -0.6663 -3.2242 -0.570 0.241 0.302
H 2.7502 -0.4988 -1.6929 -0.767 0.209 0.448
O 2.9113 -0.8664 -2.5612 1.354 -0.672 -0.574
```
Forces are in eV/Å.

=====

3.
Molecular formula: C5H27NO11
Method: DFT, ωB97M-V with the def2-TZVPD basis set

## Properties
SMILES = N[C@@H](C=O)CCC=O.O.O.O.O.O.O.O.O.O
Lowest unoccupied orbital energy = 0.03 eV
Total energy = -29634.537 eV
Energy relative to the best compared isomer or geometry (same formula, charge and spin) = 55.1 kcal/mol
HOMO level = -9.50 eV
Total charge = 0
Orbital gap = 9.5 eV

Geometry as XYZ:
```
44
Properties=species:S:1:pos:R:3:forces:R:3
O 0.8639 -1.5163 2.8621 0.838 -0.170 0.744
C 1.6678 -1.8851 2.0404 -2.238 0.077 -0.313
C 1.1113 -2.4031 0.6802 1.671 1.488 0.410
C -0.1055 -1.4385 0.4040 1.816 -0.519 -0.468
C -0.5012 -1.4491 -1.0542 0.162 -0.825 -0.279
C -1.3831 -2.5771 -1.5272 -0.951 0.890 -1.010
O -2.1620 -2.3389 -2.4269 -0.069 -0.404 0.135
N 2.3169 -2.3302 -0.1684 -0.531 -0.898 -0.515
H 2.7447 -1.6788 2.1021 0.148 -0.299 0.102
H 0.8062 -3.4511 0.6908 -0.087 0.105 0.308
H -0.8286 -1.7304 1.1504 -0.453 0.107 -0.379
H 0.2260 -0.4305 0.6411 0.021 0.118 0.147
H -0.9119 -0.4931 -1.3933 -0.333 -0.257 0.195
H 0.3824 -1.6039 -1.7074 0.078 0.186 0.466
H -1.3467 -3.6265 -1.1702 0.438 0.327 0.434
H 2.3610 -3.1347 -0.7767 0.163 0.215 -0.220
H 2.5250 -1.4910 -0.6915 -0.371 0.164 0.189
H -1.0399 2.0254 2.7809 0.222 0.213 -0.177
H -1.5624 0.7640 2.1647 0.253 0.427 -0.050
O -1.1416 1.6153 1.9137 -0.541 -0.563 0.062
H -3.0904 -2.6672 1.8347 -0.112 -0.224 0.036
H -2.4024 -3.6933 2.7655 -0.102 0.051 0.026
O -2.2316 -2.9951 2.1248 -0.091 -0.034 -0.100
H 2.4549 3.6537 1.3877 0.079 0.064 0.208
H 2.9475 2.3879 0.6902 -0.125 0.085 0.650
O 2.6827 2.7366 1.5671 0.206 0.043 -0.347
H -2.4924 1.7938 -2.4257 -0.511 0.152 0.665
H -1.8914 2.2279 -0.9990 -0.498 -0.076 -0.062
O -1.7061 1.9890 -1.9101 0.688 -0.100 -0.330
H -0.9047 -0.4832 3.9029 0.160 -0.435 -0.236
H -1.8508 -1.3755 3.0164 0.518 0.023 0.512
O -1.8113 -0.6009 3.6039 -0.624 0.344 -0.153
H 1.3927 2.1372 -0.5459 -0.055 -0.041 0.038
H 2.0444 1.3066 -1.6319 0.170 0.603 -0.070
O 2.2509 1.8055 -0.8258 -0.070 -0.716 0.002
H -1.2993 3.7903 1.1732 0.148 -0.240 0.015
H 0.1153 3.9990 0.6057 -0.051 -0.171 -0.024
O -0.4992 4.3143 1.2711 -0.061 0.533 0.073
H 1.0099 1.5426 -3.8479 0.063 0.297 -0.151
H 2.2413 2.5200 -3.7514 -0.015 -0.060 -0.113
O 1.4623 2.2012 -3.2891 -0.043 -0.260 -0.188
H -0.9490 1.5698 -3.6088 0.382 0.513 -0.782
H -0.8191 0.1924 -3.4486 0.172 -0.841 -0.620
O -0.6765 0.8214 -4.1735 -0.460 0.107 1.169
```
Forces are in eV/Å.

=====

Number 1: largest force on an atom 11.7 eV Å⁻¹, molar mass 198.3 g/mol. Number 2: largest force on an atom 1.7 eV Å⁻¹, molar mass 243.3 g/mol. Number 3: largest force on an atom 2.3 eV Å⁻¹, molar mass 277.3 g/mol.